Formula: C6H10O3
Source: OMol25
Level of theory: the ωB97M-V functional and the def2-TZVPD basis

The geometry in XYZ format:
```
19
Properties=species:S:1:pos:R:3:forces:R:3
C -0.9758 -0.6694 1.9776 -0.1 0.0 0.2
C -0.4500 -0.3754 0.6032 0.2 -0.2 -0.4
C -0.3476 -1.2867 -0.3723 -0.2 0.2 0.5
C 0.1533 -0.9667 -1.7497 0.0 -0.1 -0.2
C 0.8820 0.3661 -1.7534 0.2 0.0 0.0
O 0.1472 1.3362 -1.0235 0.1 0.0 -0.2
C -0.0085 1.0539 0.3348 0.6 0.3 0.4
O -0.9392 1.9387 0.8181 0.4 1.2 0.2
O 1.2111 1.3841 1.0505 -0.5 -0.5 -0.4
H -0.2501 -0.3747 2.7498 -0.2 -0.1 -0.2
H -1.8999 -0.1061 2.1725 0.3 -0.1 -0.1
H -1.1895 -1.7394 2.0882 0.1 0.2 0.0
H -0.6762 -2.3113 -0.1759 0.1 0.3 0.0
H 0.8301 -1.7587 -2.1015 -0.1 0.2 0.1
H -0.6946 -0.9469 -2.4544 0.2 0.0 0.2
H 1.8905 0.2564 -1.3188 -0.2 0.0 -0.1
H 0.9973 0.7667 -2.7670 0.0 -0.1 0.3
H -0.4718 2.8161 0.8650 -0.7 -1.1 -0.1
H 1.7917 0.6170 1.0568 0.0 0.0 0.0
```
Positions in Å, forces in eV/Å.

Computed properties:
SMILES	CC1=CCCOC1(O)O
molecular weight	130.1	g/mol
energy above the lowest of the compared OMol25 structures with the same formula, charge and spin	0.506	eV
electronic energy	-12526.267	eV
lowest unoccupied orbital energy	0.8	eV

Formula: C6H10O3Y
Source: OMol25
Level of theory: the ωB97M-V functional and the def2-TZVPD basis

The geometry in XYZ format:
```
20
Properties=species:S:1:pos:R:3:forces:R:3
O 1.7581 -0.8664 0.5555 3.0 0.8 -1.5
Y 4.3486 0.5275 0.3271 -2.5 -0.3 -0.6
O 2.0902 0.9224 -0.7140 2.3 0.8 -1.0
C 1.4540 -0.0683 -0.3671 -1.2 -0.3 3.3
O 0.1050 -0.2140 -0.6723 2.0 -1.5 0.9
C -0.6862 0.9962 -0.9727 -0.7 0.6 0.0
H -1.5191 0.5994 -1.5605 0.2 0.2 0.0
H -0.0257 1.6228 -1.5772 -0.2 -0.2 0.0
C -1.1331 1.6791 0.2755 -0.2 0.1 0.2
C -0.8041 2.9381 0.5622 0.0 -0.1 -0.1
H -1.8460 1.1383 0.9040 0.1 0.2 -0.2
H -1.2590 3.4602 1.4051 0.2 -0.2 -0.2
H -0.1028 3.4993 -0.0594 -0.3 -0.1 0.1
C -0.2536 -1.4465 0.5470 -4.6 -1.5 0.8
C -0.2138 -2.7957 -0.1185 0.3 0.6 -0.7
H 0.0088 -1.4737 1.6053 1.3 0.7 -0.5
H -1.2781 -1.0728 0.6598 0.0 -0.1 -0.8
H 0.7995 -3.0483 -0.4537 -0.3 -0.1 0.2
H -0.5427 -3.5336 0.6248 0.2 0.2 0.0
H -0.8999 -2.8639 -0.9711 0.2 0.1 0.2
```
Positions in Å, forces in eV/Å.

Computed properties:
total charge	+2
molecular weight	219.0	g/mol
electronic energy	-13547.887	eV
<S²>	0.751
spin multiplicity	2
lowest unoccupied orbital energy (spin up / spin down)	-9.6 / -9.5	eV

Formula: C6H10O4
Source: OMol25
Level of theory: the ωB97M-V functional and the def2-TZVPD basis

The geometry in XYZ format:
```
20
Properties=species:S:1:pos:R:3:forces:R:3
C 2.2329 0.5472 0.9116 -0.1 -0.1 -0.1
C 1.1772 0.5065 0.1094 -1.0 1.2 1.4
O 1.2283 0.7875 -1.2232 -0.1 -0.1 -0.1
C -0.3501 0.4269 0.7161 2.0 -0.6 -1.5
O -0.9277 1.6766 0.6988 -0.2 0.2 0.1
O -0.2890 -0.0379 2.0137 0.1 -0.4 0.4
C -1.1303 -0.5602 -0.1793 0.1 0.5 0.4
C -1.6034 0.0030 -1.5115 0.1 -0.1 0.0
C -0.2066 -1.7487 -0.3009 -0.8 -1.0 0.4
O 0.3056 -2.2975 0.6567 -0.1 0.3 -0.8
H 3.2123 0.8281 0.5532 0.2 -0.2 -0.2
H 2.1423 0.3292 1.9598 -0.1 0.0 0.1
H 2.1397 0.9925 -1.4723 -0.1 -0.1 0.1
H -0.6635 2.1261 1.5147 0.0 -0.1 -0.2
H 0.0247 -0.9721 1.9680 -0.2 0.5 0.0
H -2.0016 -0.8692 0.4148 0.1 -0.1 0.0
H -2.1903 0.9010 -1.3368 -0.1 0.0 0.0
H -2.2150 -0.7381 -2.0249 -0.1 0.0 0.0
H -0.7662 0.2658 -2.1498 0.0 0.0 -0.1
H -0.1192 -2.1668 -1.3181 0.4 -0.1 0.0
```
Positions in Å, forces in eV/Å.

Computed properties:
SMILES	C=C(O)C(O)(O)[C@@H](C)C=O
molecular weight	146.1	g/mol
energy above the lowest of the compared OMol25 structures with the same formula, charge and spin	1.424	eV
electronic energy	-14572.888	eV
lowest unoccupied orbital energy	0.6	eV

Formula: C6H10O4
Source: OMol25
Level of theory: the ωB97M-V functional and the def2-TZVPD basis

The geometry in XYZ format:
```
20
Properties=species:S:1:pos:R:3:forces:R:3
C -2.6798 -0.0446 1.0860 -0.8 -1.0 -1.0
C -2.3263 0.4558 -0.3499 0.0 0.5 -0.1
C -0.8275 0.5910 -0.5372 -1.0 2.4 0.3
O -0.2690 1.6923 -0.6164 -0.4 -2.1 -0.1
C -0.1277 -0.7189 -0.5776 1.4 -1.2 0.0
O -0.6006 -1.6205 -1.2278 0.1 0.2 0.0
C 1.1069 -0.9104 0.3244 -0.3 0.2 -0.1
O 0.7435 -0.3756 1.5823 0.0 -0.5 0.0
C 2.4211 -0.3036 -0.2060 -1.0 0.2 -0.6
O 2.4395 1.0924 0.0449 0.0 -0.2 -0.4
H -2.2808 0.5893 1.8603 0.0 0.3 0.2
H -3.8004 -0.0975 1.1298 1.0 0.2 0.2
H -2.3122 -1.0891 1.2445 -0.2 0.9 -0.1
H -2.7076 1.4798 -0.5481 -0.1 -0.7 0.2
H -2.7316 -0.2712 -1.0854 0.3 0.5 0.4
H 1.2176 -1.9832 0.4090 0.1 -0.4 0.1
H 1.2522 0.4304 1.6844 0.2 0.5 0.1
H 2.4935 -0.5804 -1.2932 0.2 0.3 0.8
H 3.2526 -0.6897 0.3570 0.3 -0.4 0.1
H 1.7096 1.4882 -0.4597 0.0 0.2 0.2
```
Positions in Å, forces in eV/Å.

Computed properties:
SMILES	CCC(=O)C(=O)[C@H](O)CO
molecular weight	146.1	g/mol
energy above the lowest of the compared OMol25 structures with the same formula, charge and spin	1.058	eV
electronic energy	-14573.254	eV
lowest unoccupied orbital energy	-0.4	eV

Formula: C6H10O4
Source: OMol25
Level of theory: the ωB97M-V functional and the def2-TZVPD basis

The geometry in XYZ format:
```
20
Properties=species:S:1:pos:R:3:forces:R:3
C -2.7507 -0.5063 -0.3929 0.0 -3.6 -5.2
C -2.1136 0.2501 0.5771 0.9 4.0 -0.2
C -0.7033 0.4371 0.7128 2.7 -2.6 2.5
C 0.3800 1.0611 -0.2349 1.4 7.5 2.3
C 1.3110 0.0372 -0.7800 0.5 -1.6 -2.1
C 2.6701 0.0550 -0.0787 1.8 -0.6 -1.1
H -2.7768 -1.6022 -0.3134 0.4 0.3 0.4
H -3.6731 -0.2619 -0.7720 -3.2 1.0 0.9
H -2.4103 -0.3182 -1.4259 1.4 -0.3 0.2
H -2.3388 0.0115 1.5485 -1.3 -0.3 2.2
H -2.1893 1.3153 0.3542 -1.7 0.9 0.3
H 1.3727 0.3242 -1.8428 0.7 0.2 0.2
H 1.3752 -1.5325 -0.0449 1.2 -2.4 3.2
H 2.8243 1.2362 -0.4508 1.3 -2.8 2.3
H 3.4382 -0.9372 -0.6228 -2.3 3.8 1.5
H 1.6318 -0.1652 1.6218 1.2 -0.5 0.5
O -0.3077 -0.0305 1.8059 1.7 1.7 -2.2
O 0.7501 2.4834 -0.2182 -2.8 -9.7 -0.3
O 0.9569 -1.3640 -0.8349 -2.5 2.3 -1.8
O 2.5532 -0.4930 1.3917 -1.3 2.5 -3.5
```
Positions in Å, forces in eV/Å.

Computed properties:
molecular weight	146.1	g/mol
energy above the lowest of the compared OMol25 structures with the same formula, charge and spin	7.447	eV
electronic energy	-14566.865	eV
lowest unoccupied orbital energy	-1.3	eV

Formula: C6H10OS
Source: OMol25
Level of theory: the ωB97M-V functional and the def2-TZVPD basis

The geometry in XYZ format:
```
18
Properties=species:S:1:pos:R:3:forces:R:3
C -1.9992 0.7852 0.1976 -3.3 5.5 -1.7
C -1.2704 -0.2564 0.2408 3.1 -4.3 -0.4
C -1.4462 -1.3774 -0.8292 0.6 1.6 -2.6
C -0.0831 -0.5250 1.2060 0.3 1.4 1.7
S 1.3895 -1.3316 0.3765 -2.2 -2.7 2.0
C 2.4041 -0.0959 -0.0427 3.8 0.8 -0.8
C 1.7634 1.2419 -0.1968 0.5 1.3 -4.2
O 3.6014 -0.4068 -0.2655 -2.8 1.3 0.2
H -2.8411 0.8316 -0.6217 1.7 -0.1 1.7
H -1.8318 1.8437 0.6606 -0.2 -2.4 -0.2
H -1.9529 -2.2433 -0.4708 -0.2 -0.7 0.4
H -2.0010 -1.0023 -1.7932 0.5 -0.4 2.1
H -0.4549 -1.6739 -1.3304 -1.3 0.3 1.3
H -0.3921 -1.0355 2.2188 0.6 0.1 -2.4
H 0.3793 0.4168 1.6832 -1.0 -1.0 -1.1
H 1.6784 1.8082 0.6834 0.2 0.8 1.2
H 2.2940 1.8457 -1.0462 -0.3 -0.9 1.9
H 0.7626 1.1750 -0.6705 0.3 -0.3 0.7
```
Positions in Å, forces in eV/Å.

Computed properties:
SMILES	C=C(C)CSC(C)=O
molecular weight	130.2	g/mol
energy above the lowest of the compared OMol25 structures with the same formula, charge and spin	2.485	eV
electronic energy	-19264.544	eV
lowest unoccupied orbital energy	0.7	eV

Formula: C6H10OS
Source: OMol25
Level of theory: the ωB97M-V functional and the def2-TZVPD basis

The geometry in XYZ format:
```
18
Properties=species:S:1:pos:R:3:forces:R:3
C 0.6676 0.3351 -2.6554 -0.9 -2.1 -1.2
C 0.9353 -0.2675 -1.3178 -0.9 -0.6 0.0
C -0.1618 0.1511 -0.3535 1.0 -0.6 0.6
O -1.1012 0.8020 -0.7124 -0.6 0.3 -0.1
C 0.0198 -0.2456 1.1100 -0.7 0.6 0.7
C -1.1653 -1.0882 1.7049 -0.5 0.9 -0.2
S -1.6175 0.1896 3.0271 1.6 -0.2 -1.5
C -0.1720 1.0084 2.0236 -0.8 -0.6 1.7
H 0.6163 1.3837 -2.6710 0.3 1.4 -0.1
H -0.3184 -0.0362 -3.0236 0.6 0.4 0.3
H 1.3756 -0.1011 -3.3514 0.3 0.5 -0.3
H 1.9181 -0.0232 -0.9361 0.2 0.1 0.3
H 0.8959 -1.3706 -1.4617 0.1 0.5 0.5
H 0.9946 -0.7008 1.2287 0.1 -0.3 0.2
H -0.8691 -2.0389 2.1420 -0.1 0.0 -0.1
H -2.0260 -1.1798 1.0023 0.8 -0.1 0.5
H -0.6005 1.8377 1.4927 0.0 0.4 -0.3
H 0.6087 1.3443 2.7517 -0.4 -0.5 -1.0
```
Positions in Å, forces in eV/Å.

Computed properties:
SMILES	CCC(=O)C1CSC1
molecular weight	130.2	g/mol
energy above the lowest of the compared OMol25 structures with the same formula, charge and spin	1.163	eV
electronic energy	-19265.866	eV
lowest unoccupied orbital energy	0.6	eV

Formula: C6H10OS
Source: OMol25
Level of theory: the ωB97M-V functional and the def2-TZVPD basis

The geometry in XYZ format:
```
18
Properties=species:S:1:pos:R:3:forces:R:3
C -0.9877 -2.0020 1.3003 -0.5 -0.2 0.2
C -0.4511 -0.5807 1.2193 -0.1 0.3 1.0
C -1.0493 0.2369 0.0295 0.2 -0.6 -1.6
C 0.1511 1.1129 -0.3325 0.4 0.4 -0.2
C 1.3475 1.4591 -1.2571 -1.2 0.4 0.9
O 1.2309 1.3374 -2.6210 0.6 -0.2 -0.7
C 1.3270 0.1782 -0.4664 -0.2 -0.6 -1.2
S 1.4696 -0.5414 1.1450 -0.3 -0.1 0.0
H -0.5882 -2.5489 2.1694 -0.3 0.3 -0.1
H -2.1285 -2.0306 1.3310 1.5 0.0 -0.1
H -0.5891 -2.5287 0.4327 -0.4 -0.2 -0.2
H -0.6272 -0.0327 2.1592 -0.2 -0.2 -0.3
H -1.9311 0.8254 0.3163 0.2 -0.2 0.1
H -1.3741 -0.4654 -0.8168 0.6 0.9 1.1
H 0.3099 1.7915 0.5006 0.1 -0.2 0.3
H 1.9442 2.2860 -0.8652 -0.2 0.1 -0.3
H 0.7802 2.1076 -3.0061 0.2 -0.3 0.5
H 1.1660 -0.6047 -1.2381 -0.3 0.4 0.6
```
Positions in Å, forces in eV/Å.

Computed properties:
SMILES	C[C@@H]1C[C@@H]2[C@H](O)[C@H]2S1
molecular weight	130.2	g/mol
energy above the lowest of the compared OMol25 structures with the same formula, charge and spin	3.206	eV
electronic energy	-19263.823	eV
lowest unoccupied orbital energy	0.7	eV

Formula: C6H10OS2
Source: OMol25
Level of theory: the ωB97M-V functional and the def2-TZVPD basis

The geometry in XYZ format:
```
19
Properties=species:S:1:pos:R:3:forces:R:3
C 0.8771 0.5009 -0.2263 -0.9 -1.3 3.0
C 1.3225 -0.9040 0.1229 -1.6 1.7 -0.6
C -1.6487 -0.4231 -1.0779 2.9 3.1 2.1
C 1.1367 -1.0482 1.6065 0.7 -1.6 -1.6
C -1.2506 2.3478 -0.6899 -1.5 -1.4 -0.1
C 1.6739 -1.8075 -0.7778 0.3 -1.0 0.0
O -3.2966 -0.1882 0.9058 0.5 0.9 0.3
S -3.0343 -0.9238 -0.3795 -3.9 -3.2 -0.5
S -0.9451 0.7733 0.1796 1.2 -1.5 -2.5
H 0.9558 0.6992 -1.2068 0.6 1.2 -3.4
H 1.4042 1.1137 0.4902 0.2 0.9 -0.5
H 0.1268 -1.3891 1.8084 0.0 -0.3 0.3
H 1.3152 -0.1195 2.0656 0.2 1.1 0.8
H 1.9344 -1.7205 1.8452 0.0 -0.8 1.2
H -0.8448 2.2445 -1.7620 -0.6 0.8 1.9
H -1.0130 3.1077 0.0488 0.8 0.6 -0.7
H -2.3886 2.3078 -0.6387 1.3 0.2 -0.7
H 1.9468 -2.8024 -0.4397 0.1 0.0 0.2
H 1.7282 -1.7684 -1.8742 -0.2 0.8 0.6
```
Positions in Å, forces in eV/Å.

Computed properties:
molecular weight	162.3	g/mol
energy above the lowest of the compared OMol25 structures with the same formula, charge and spin	3.632	eV
electronic energy	-30094.411	eV
<S²>	2.014
spin multiplicity	3
lowest unoccupied orbital energy (spin up / spin down)	0.4 / -2.1	eV

Formula: C6H10S
Source: OMol25
Level of theory: the ωB97M-V functional and the def2-TZVPD basis

The geometry in XYZ format:
```
17
Properties=species:S:1:pos:R:3:forces:R:3
C -2.2205 0.3419 0.2320 -0.6 2.7 -1.1
C 1.4039 2.1421 0.2163 0.5 2.8 0.9
C -1.0103 0.0283 0.6631 0.4 2.9 -2.1
C 1.0677 1.0043 -0.3363 -2.7 -1.5 1.9
C -0.4369 -0.8900 1.5911 0.3 -1.8 -0.2
C 0.7987 -1.2855 -1.8948 -0.7 3.5 0.3
S 1.9339 -0.3794 -0.7555 0.4 -0.3 -0.5
H -3.1748 -0.0666 0.5741 0.4 -0.5 0.4
H -2.5160 1.3073 -0.4305 1.4 -2.4 1.2
H 2.3224 2.7259 -0.0781 -0.6 -1.0 0.2
H 0.8301 2.7489 1.0172 0.4 -1.4 -1.7
H -0.3319 -1.8220 1.0122 0.3 -0.1 0.5
H 0.5413 -0.6174 1.9693 0.1 0.1 0.0
H -1.1177 -1.0985 2.3989 -0.3 -0.1 0.5
H -0.2365 -1.1954 -1.3755 1.6 -0.2 -1.4
H 1.1860 -2.2616 -1.9388 0.3 -1.3 -0.3
H 0.9605 -0.6824 -2.8647 -1.0 -1.4 1.3
```
Positions in Å, forces in eV/Å.

Computed properties:
molecular weight	114.2	g/mol
energy above the lowest of the compared OMol25 structures with the same formula, charge and spin	6.192	eV
electronic energy	-17213.432	eV
lowest unoccupied orbital energy (spin up / spin down)	0.2 / 0.4	eV

Formula: C6H11AlN2
Source: OMol25
Level of theory: the ωB97M-V functional and the def2-TZVPD basis

The geometry in XYZ format:
```
20
Properties=species:S:1:pos:R:3:forces:R:3
Al 1.4009 -1.5831 6.3407 0.2 -0.2 0.8
C -0.0025 -1.1074 2.4746 1.1 -2.3 -1.5
C 0.5744 0.0160 1.5801 -1.2 0.9 3.1
N 0.0938 0.0496 0.1619 -0.3 -1.1 -1.9
C -0.0945 -1.0244 -0.6802 1.1 -0.9 3.1
C -0.3486 -0.6079 -2.0188 -0.2 3.0 -2.3
N -0.3364 0.7265 -2.0094 0.3 -3.3 0.1
C -0.1204 1.1022 -0.6329 0.2 0.8 0.7
C -0.5177 1.6188 -3.1249 -0.1 0.7 -1.1
H 0.4789 -2.0310 2.1203 0.0 -0.2 0.2
H -1.0597 -1.3640 2.3917 -0.2 0.8 0.1
H 0.3191 -1.0862 3.5325 -0.3 0.8 -0.7
H 1.6607 0.0875 1.6354 0.1 -0.2 -0.6
H 0.1782 0.9006 2.0903 0.1 0.6 -0.8
H 0.0502 -2.0618 -0.3674 -0.1 -0.1 0.2
H -0.4158 -1.2384 -2.9079 -0.2 0.0 -0.1
H -0.1176 2.1422 -0.2892 0.0 0.2 -0.1
H 0.1283 2.5030 -3.0639 -0.5 0.3 0.5
H -1.6175 1.8014 -3.1466 0.2 0.6 -0.1
H -0.2539 1.1565 -4.0864 -0.1 -0.5 0.2
```
Positions in Å, forces in eV/Å.

Computed properties:
total charge	+4
molecular weight	138.2	g/mol
electronic energy	-15922.314	eV
lowest unoccupied orbital energy	-22.3	eV

Formula: C6H11B3F7N3O11S
Source: OMol25
Level of theory: the ωB97M-V functional and the def2-TZVPD basis

The geometry in XYZ format:
```
42
Properties=species:S:1:pos:R:3:forces:R:3
O 0.8996 -0.4519 1.5909 2.6 -3.1 -1.5
S 1.8360 -1.0431 0.5578 -2.8 7.7 -0.5
O 2.0166 0.0513 -0.4921 0.4 -3.7 1.7
B 1.1197 -2.5226 -0.3561 -2.5 -3.1 -2.4
O 1.8512 -3.5006 -1.0846 -1.5 0.6 2.5
B 1.2706 -4.8226 -0.9501 -1.2 0.2 -1.2
O -0.1595 -5.0553 -0.8722 2.4 2.5 2.1
B -0.6772 -4.0249 0.0085 0.2 0.1 -2.2
O -0.3135 -2.6547 -0.3242 2.9 -1.1 1.6
C 3.5194 -1.3148 1.3094 3.1 1.0 0.2
F 3.7319 -0.2389 2.2031 -0.8 -2.6 -1.7
F 4.5533 -1.1917 0.3488 -2.5 -0.5 1.7
C 3.7353 -2.7201 2.0302 2.4 -0.6 0.5
F 3.8290 -3.8027 1.1244 -0.9 2.5 1.8
F 5.0197 -2.6520 2.6319 -2.6 0.1 -1.1
C 2.7225 -3.0369 3.2212 -0.2 -1.7 2.6
F 2.5546 -1.9881 4.1175 0.3 -2.0 -2.4
F 3.3135 -4.0831 3.9665 -1.3 2.1 -1.7
F 1.4797 -3.5118 2.8102 2.3 1.3 0.3
H 2.0310 -5.7387 -0.9500 -0.2 0.1 -0.1
H -1.3281 -4.3242 0.9596 0.0 0.3 -0.3
C 0.3955 2.6621 0.2886 0.2 -0.2 0.1
N 0.0918 4.1159 0.2415 0.1 0.1 0.2
O 0.6323 4.8294 1.0656 -0.3 -0.1 -0.4
O -0.6818 4.4881 -0.6242 0.2 0.0 0.2
H 1.0923 2.4735 1.1016 -0.1 0.1 -0.1
H -0.5431 2.1371 0.4552 0.1 0.0 -0.2
H 0.8374 2.3876 -0.6676 -0.2 0.0 0.1
C -3.4657 0.8082 0.5111 -0.1 0.3 -0.2
N -3.1828 -0.5908 0.0974 0.0 -0.2 -0.2
O -3.2948 -0.8593 -1.0847 0.1 -0.1 0.4
O -2.8579 -1.3699 0.9754 -0.1 0.1 -0.3
H -3.7409 1.3855 -0.3694 0.0 -0.1 0.1
H -4.2864 0.7795 1.2260 0.2 0.0 0.0
H -2.5597 1.2054 0.9657 -0.1 -0.1 0.1
C -2.6550 5.3878 -3.7683 0.3 0.2 -0.1
N -3.5843 4.2333 -3.6604 -0.1 -0.2 -0.1
O -3.5991 3.4377 -4.5821 -0.1 0.2 0.4
O -4.2656 4.1675 -2.6528 0.2 -0.1 -0.3
H -2.1161 5.3172 -4.7105 -0.1 -0.1 0.1
H -3.2542 6.2963 -3.7337 0.0 -0.1 0.1
H -1.9672 5.3353 -2.9250 -0.2 0.1 0.0
```
Positions in Å, forces in eV/Å.

Computed properties:
SMILES	O=S(=O)(B1OBOBO1)C(F)(F)C(F)(F)C(F)(F)F.C[N+](=O)[O-].C[N+](=O)[O-].C[N+](=O)[O-]
molecular weight	498.7	g/mol
energy above the lowest of the compared OMol25 structures with the same formula, charge and spin	1.942	eV
electronic energy	-65274.307	eV
lowest unoccupied orbital energy	-1.5	eV

The lowest electronic energy belongs to which entry? C6H11B3F7N3O11S

Which formula does entry 1 have? C6H10O3

Number 8 is which compound? C6H10OS